No. 1
{
  "formula": "C27H34Cl2N5O3Y",
  "method": "ωB97M-V with the def2-TZVPD basis set",
  "max_force_ev_per_a": 5.6,
  "e_tot_ha": -2507.52979,
  "relative_energy_kcal_mol": 55.6,
  "homo_ev": [-4.16, -5.43],
  "lumo_ha": [-0.0335, -0.0335],
  "species": ["O", "C", "C", "C", "H", "C", "H", "C", "H", "C", "H", "C", "H", "H", "C", "C", "H", "H", "H", "C", "C", "H", "H", "H", "H", "Y", "Cl", "Cl", "C", "O", "N", "C", "C", "H", "H", "H", "H", "H", "H", "H", "H", "H", "C", "C", "N", "H", "C", "O", "H", "H", "H", "H", "N", "C", "C", "C", "C", "C", "C", "C", "N", "C", "C", "N", "C", "H", "H", "H", "H", "H", "H", "H"],
  "positions_angstrom": [[2.041055, 0.710596, -1.974849], [3.070409, 1.322448, -2.255444], [3.926762, 0.843794, -3.390326], [3.993864, -0.541842, -3.697290], [3.324244, -1.228009, -3.138743], [4.714832, -1.005386, -4.792294], [4.786156, -2.073160, -4.972103], [5.310388, -0.091804, -5.690568], [5.918404, -0.472837, -6.533958], [5.174104, 1.291220, -5.466197], [5.588057, 1.987806, -6.192083], [4.462544, 1.761370, -4.349667], [4.172194, 2.820019, -4.323817], [3.490690, 2.895363, -2.075398], [4.570885, 1.997712, -0.370399], [3.286078, 2.420104, -1.069165], [4.771994, 2.844145, 0.374072], [5.392988, 1.932569, -1.094544], [4.568072, 1.016199, 0.133819], [2.306025, 3.082009, -0.321010], [2.427394, 3.661089, 1.055235], [1.365514, 3.391504, -0.852301], [3.312569, 4.297119, 1.299529], [2.297646, 2.909005, 1.864189], [1.518048, 4.312227, 1.135100], [0.341731, -0.524842, -1.426032], [1.996487, -2.135904, -0.412436], [-0.372717, -1.218655, -3.697409], [0.387482, -0.120267, 1.934172], [0.001966, 0.389732, 0.844073], [-0.346861, -0.189072, 3.045337], [-1.727825, 0.297138, 3.117698], [0.152734, -0.851200, 4.257364], [1.379408, -0.569045, 2.036846], [-1.915474, 0.967072, 2.269605], [-1.869873, 0.811605, 4.086567], [-2.438234, -0.549307, 3.096602], [1.249772, -0.951079, 4.199066], [-0.283497, -1.866401, 4.389264], [-0.139654, -0.274343, 5.160349], [-3.696462, 3.111152, -0.479788], [-4.209807, 3.444013, -2.885253], [-2.643170, 3.312641, -0.691285], [-3.154389, 3.649645, -3.072726], [-2.370493, 2.987686, -2.076104], [-2.036426, 2.752434, 0.013665], [-1.444362, 2.106925, -2.412375], [-0.734755, 1.554777, -1.538124], [-2.880003, 3.257126, -4.050890], [-1.320974, 1.860625, -3.467538], [-2.497495, 4.380381, -0.513884], [-2.981391, 4.730521, -3.039818], [-4.161339, -6.088517, 6.858241], [-3.913086, -5.500134, 5.874776], [-3.619203, -4.846166, 4.629181], [-2.278876, -4.643213, 4.282367], [-1.974631, -3.996218, 3.095238], [-2.999009, -3.566570, 2.256542], [-4.344707, -3.745836, 2.601717], [-4.670348, -4.393301, 3.801439], [-2.744590, -2.828788, 1.089917], [-3.660019, -2.098686, 0.306464], [-2.904013, -1.482791, -0.677339], [-1.559771, -1.841316, -0.486845], [-1.510104, -2.647546, 0.566126], [-1.458816, -4.968738, 4.927758], [-0.954454, -3.854152, 2.778616], [-5.161293, -3.403531, 1.961443], [-5.720694, -4.592614, 4.093336], [-4.725241, -2.075774, 0.508477], [-3.248921, -0.803282, -1.440195], [-0.627521, -3.069448, 0.984008]],
  "forces_ev_per_a": [[-4.53, -3.27, -0.20], [1.85, 0.31, 1.53], [-0.61, 1.64, -0.09], [-0.76, -0.06, 0.23], [0.91, 0.40, -0.10], [-0.03, 0.87, -0.19], [-0.08, 0.11, -0.04], [0.48, -0.10, 0.36], [-0.55, 0.35, 0.53], [-0.29, -0.63, 0.41], [-0.14, -0.04, 0.14], [0.11, -0.51, -0.14], [0.41, -0.43, 0.29], [0.58, 2.02, 0.18], [0.63, 1.71, 0.77], [3.18, -1.82, -2.89], [0.36, -1.41, -0.71], [-0.10, 0.24, 0.21], [-0.54, 0.43, -0.05], [-2.11, 0.54, -0.67], [-0.99, 0.42, 0.35], [0.98, -0.53, 0.46], [-0.45, -0.54, -0.32], [0.33, 0.24, -0.23], [0.85, -0.29, 0.29], [1.28, 1.38, 0.29], [0.00, -0.53, 0.46], [-0.45, -0.10, -0.53], [-0.50, 0.70, -1.57], [0.38, -1.08, 1.87], [-0.44, -0.09, 0.60], [0.07, -0.08, 0.05], [0.04, -0.25, 0.14], [0.10, 0.05, -0.15], [0.03, -0.21, 0.33], [0.09, -0.07, -0.57], [0.25, 0.26, -0.11], [-0.51, 0.10, 0.10], [0.17, 0.56, -0.25], [0.35, -0.16, -0.64], [-0.02, -0.08, -0.04], [-0.06, 0.13, -0.14], [-0.43, 0.34, 0.33], [-0.33, 0.23, -0.29], [0.30, -0.13, 0.15], [0.21, -0.12, -0.34], [1.04, -0.80, 1.52], [-0.91, 0.14, -1.02], [-0.08, 0.15, -0.02], [-0.09, 0.11, -0.15], [0.15, -0.01, -0.08], [-0.08, -0.12, -0.09], [0.60, 1.49, -2.25], [-0.72, -1.60, 2.17], [-0.21, 0.30, -0.01], [0.02, 0.13, -0.22], [-0.27, -0.15, -0.29], [-1.30, 0.25, 0.48], [-0.32, -0.58, 0.87], [0.41, -0.19, -0.15], [-0.03, 0.34, -0.75], [1.05, 0.23, -0.49], [0.24, -1.26, 1.81], [-0.70, -0.06, 0.33], [-0.98, 1.33, -1.32], [-0.46, 0.01, -0.14], [0.16, -0.01, 0.26], [0.45, -0.17, 0.22], [0.86, 0.27, -0.25], [0.45, 0.01, -0.08], [0.22, -0.15, -0.10], [0.52, -0.16, -0.08]],
  "lowdin_charge": [-0.249, -0.338, -0.146, -0.041, 0.093, -0.098, 0.095, -0.115, 0.096, -0.112, 0.090, -0.053, 0.101, 0.138, -0.059, -0.361, 0.082, 0.076, 0.085, -0.161, -0.152, 0.097, 0.070, 0.061, 0.066, 0.829, -0.116, -0.153, -0.290, -0.134, -0.167, -0.018, -0.034, 0.120, 0.086, 0.096, 0.088, 0.099, 0.081, 0.097, 0.095, 0.095, -0.016, -0.043, -0.179, 0.083, -0.253, -0.151, 0.096, 0.142, 0.100, 0.101, 0.159, -0.177, -0.232, -0.011, -0.010, -0.186, 0.005, 0.002, -0.017, -0.016, -0.080, -0.029, -0.129, 0.133, 0.106, 0.108, 0.135, 0.109, 0.106, 0.106]
}

No. 2
{
  "formula": "C4H6BrNO3P2",
  "method": "ωB97M-V with the def2-TZVPD basis set",
  "max_force_ev_per_a": 4.9,
  "e_tot_ha": -3693.08560,
  "spin_multiplicity": 3,
  "homo_ev": [-6.58, -9.41],
  "lumo_ha": [-0.0255, -0.0695],
  "species": ["C", "C", "C", "C", "N", "O", "O", "O", "P", "P", "Br", "H", "H", "H", "H", "H", "H"],
  "positions_angstrom": [[-0.232987, -0.607348, 0.741774], [-0.312148, 1.323125, -0.767534], [-0.379913, -1.465585, -0.355613], [0.600367, 1.460641, 1.367162], [-0.145966, 0.721110, 0.539737], [-0.093869, -1.116659, 1.997100], [1.819507, 2.412891, 3.357266], [3.655095, 1.123037, 2.206985], [0.280167, 1.987853, 2.917031], [3.434939, 2.304575, 2.969748], [1.578553, -1.692489, -1.395341], [0.249976, 0.714420, -1.548339], [-1.302479, 1.396201, -0.867169], [0.190791, 2.333312, -0.844151], [-0.924713, -1.141101, -1.176697], [-0.279290, -2.511826, -0.171103], [0.148133, -0.453010, 2.762760]],
  "forces_ev_per_a": [[-0.57, -2.93, 0.96], [4.75, -0.23, -1.35], [0.84, -0.41, 2.13], [-0.56, 0.43, 1.53], [1.17, 2.78, 0.16], [0.46, 1.22, 0.39], [0.85, 0.94, 0.56], [0.72, -2.29, -1.57], [1.23, -0.39, -0.56], [-1.92, 1.94, 1.61], [1.02, 0.20, -0.55], [-1.13, 0.52, 0.78], [-3.84, 0.43, -1.33], [-0.75, -1.12, 0.65], [-0.79, 0.44, -1.29], [-0.97, -0.38, 0.44], [-0.51, -1.15, -2.57]],
  "mulliken_spin": [0.509, 0.003, -0.009, 0.658, 0.150, 0.068, 0.014, 0.017, 0.144, 0.000, 0.430, 0.012, 0.006, -0.016, 0.010, 0.002, 0.002]
}

No. 3
{
  "formula": "CH6N4",
  "method": "ωB97M-V with the def2-TZVPD basis set",
  "max_force_ev_per_a": 1.8,
  "e_tot_ha": -260.52151,
  "relative_energy_kcal_mol": 113.1,
  "homo_ev": [-8.51, -8.11],
  "lumo_ha": [0.0252, 0.0208],
  "species": ["C", "N", "N", "N", "N", "H", "H", "H", "H", "H", "H"],
  "positions_angstrom": [[1.690043, -0.095551, 0.005358], [-1.706926, 0.428263, 0.139386], [-0.421086, 0.887819, -0.229758], [-1.564570, -0.885734, -0.175293], [0.355914, 0.017641, 0.460853], [1.762926, -0.206111, -1.087862], [2.268280, 0.790884, 0.295351], [2.127749, -0.963306, 0.496601], [-1.847572, 0.638973, 1.137244], [-0.336430, 0.824610, -1.257520], [-2.328326, -1.437492, 0.215636]],
  "forces_ev_per_a": [[0.49, 0.17, -0.39], [0.02, -0.34, -0.53], [0.26, 0.40, 0.43], [-1.51, -0.78, -0.54], [0.83, 0.58, 0.78], [0.04, -0.02, 0.06], [0.06, -0.01, -0.05], [0.07, 0.03, -0.10], [0.16, -0.10, -0.43], [-0.13, -0.12, 0.45], [-0.29, 0.19, 0.32]],
  "lowdin_charge": [-0.154, -0.162, -0.125, 0.040, -0.099, 0.075, 0.079, 0.072, 0.118, 0.119, 0.038]
}

No. 4
{
  "formula": "C28H58FN3O7PS",
  "method": "ωB97M-V with the def2-TZVPD basis set",
  "total_charge": -1,
  "max_force_ev_per_a": 6.7,
  "e_tot_ha": -2631.55508,
  "relative_energy_kcal_mol": 137.1,
  "spin_multiplicity": 3,
  "homo_ev": [-4.48, -4.48],
  "lumo_ha": [0.0798, 0.0497],
  "species": ["C", "C", "C", "N", "C", "C", "C", "F", "C", "O", "P", "C", "C", "C", "S", "O", "O", "O", "O", "H", "H", "H", "H", "H", "H", "H", "H", "H", "H", "H", "H", "H", "H", "H", "H", "H", "H", "H", "H", "H", "H", "C", "C", "C", "C", "C", "C", "N", "O", "C", "C", "C", "H", "H", "H", "H", "H", "H", "H", "H", "H", "H", "H", "H", "H", "H", "H", "H", "H", "H", "C", "C", "C", "C", "C", "C", "N", "O", "C", "C", "C", "H", "H", "H", "H", "H", "H", "H", "H", "H", "H", "H", "H", "H", "H", "H", "H", "H", "H"],
  "positions_angstrom": [[2.141074, -3.213117, 1.253175], [3.512364, -2.639153, 0.563017], [4.787360, -3.716836, 0.467427], [3.732285, -1.366640, 0.099340], [2.808620, -0.994272, -1.037884], [3.216896, 0.591400, -1.354899], [3.096782, 1.573041, -0.046801], [1.937702, 2.519010, -0.125272], [2.969795, -1.700310, -2.508261], [1.643317, -1.849955, -3.194353], [0.613633, -2.125929, -1.774213], [-0.817664, -0.958704, -2.377450], [-2.305007, -1.533291, -1.939539], [-2.687602, -1.257292, -0.359024], [-2.367876, 0.512196, 0.206992], [-0.837447, 0.812577, 0.446118], [-3.001413, 1.560888, -0.742814], [-3.112201, 0.729989, 1.747686], [1.359656, -0.873269, -0.814841], [1.392233, -2.349938, 1.505709], [1.642752, -4.023881, 0.541863], [2.469648, -3.825379, 2.223967], [5.151579, -3.889686, -0.631358], [5.655930, -3.349959, 1.199170], [4.420289, -4.749666, 0.940193], [2.457225, 1.025065, -2.166284], [4.288468, 0.707222, -1.820674], [4.074103, 2.245258, -0.033745], [3.025084, 1.021418, 0.984302], [3.432355, -0.816376, -3.163586], [3.512892, -2.744159, -2.603365], [-0.032599, -3.162261, -2.554269], [-0.068200, -2.519869, -0.547629], [1.602893, -3.176519, -1.509327], [-0.774576, -1.000074, -3.563795], [-0.632494, 0.162629, -2.086382], [-2.261484, -2.707609, -2.069125], [-3.158230, -1.166956, -2.682043], [-2.195930, -2.076334, 0.346699], [-3.865689, -1.426671, -0.266441], [-2.416542, 1.197810, 2.311811], [0.388071, 5.362107, -1.799579], [1.637631, 5.836725, -2.599057], [1.761733, 7.384975, -2.560809], [0.771189, 8.101773, -3.467122], [0.885873, 7.577814, -4.896833], [0.722646, 6.037883, -4.986586], [1.588364, 5.293900, -4.000313], [2.902787, 5.316132, -4.502489], [-0.775944, 5.685878, -4.777087], [0.984175, 5.595870, -6.463341], [2.826449, 5.266379, -1.752416], [0.114675, 6.089186, -1.023725], [-0.499540, 5.191211, -2.394212], [0.574105, 4.404352, -1.296493], [2.774870, 7.684434, -2.858434], [1.632820, 7.752319, -1.536362], [-0.247742, 7.979775, -3.085546], [0.978100, 9.178100, -3.455865], [0.131925, 8.078125, -5.517963], [1.860155, 7.880416, -5.302613], [-0.915466, 4.607577, -4.653901], [-1.381245, 5.991263, -5.639318], [-1.225215, 6.201853, -3.925276], [1.972905, 5.897649, -6.830135], [0.258492, 6.053478, -7.148824], [0.893663, 4.508411, -6.571333], [2.838891, 4.169406, -1.769643], [2.735696, 5.574871, -0.701220], [3.804947, 5.622369, -2.094122], [-3.470975, -2.480586, 4.726338], [-2.324077, -3.308658, 4.074608], [-2.865694, -4.175772, 2.904691], [-3.643389, -5.402294, 3.359901], [-2.799048, -6.239801, 4.317726], [-2.274123, -5.422086, 5.526808], [-1.619274, -4.124621, 5.122494], [-0.345401, -4.442799, 4.616140], [-3.457473, -5.160733, 6.498891], [-1.323228, -6.334405, 6.368266], [-1.418536, -2.201030, 3.435440], [-4.285409, -2.301642, 4.012185], [-3.918047, -2.927593, 5.604379], [-3.114268, -1.499289, 5.065182], [-2.032308, -4.514330, 2.275764], [-3.506332, -3.574473, 2.249654], [-4.585325, -5.100461, 3.829323], [-3.913686, -6.008298, 2.487481], [-3.398273, -7.091403, 4.664504], [-1.958808, -6.670403, 3.757342], [-3.180584, -4.439996, 7.274291], [-3.763193, -6.081279, 7.010967], [-4.360860, -4.810164, 5.994260], [-0.485217, -6.731975, 5.782716], [-1.857416, -7.210742, 6.758888], [-0.915215, -5.791060, 7.228919], [-0.954877, -1.571062, 4.204831], [-2.013431, -1.540759, 2.788479], [-0.620524, -2.610913, 2.806056]],
  "forces_ev_per_a": [[0.56, -0.74, -0.46], [0.73, 1.75, -0.63], [-0.68, -0.06, 2.06], [-1.27, -5.97, -1.11], [-1.47, 4.40, -0.39], [-0.73, 0.84, 0.01], [0.84, 0.29, -0.17], [2.09, -1.79, 0.04], [0.00, 0.68, -2.33], [1.89, 1.14, 2.82], [-1.55, -1.41, -0.54], [-0.86, 0.94, -1.20], [0.81, 0.22, -0.42], [-1.83, -1.83, -0.28], [3.97, 5.25, -1.39], [-5.95, -1.81, -0.36], [1.32, -4.29, 3.22], [1.58, -0.22, -1.08], [2.85, -1.42, -0.68], [1.58, -1.72, -0.66], [0.97, 1.89, 1.40], [-0.62, 1.53, -1.93], [-0.80, 0.68, 2.20], [-1.71, -0.65, -1.90], [0.77, 2.13, -1.18], [1.53, -1.09, 1.78], [-1.89, -0.39, 1.11], [-2.20, -1.13, 0.08], [-0.12, 0.92, -2.18], [-0.19, -2.41, 1.28], [-0.70, 2.32, 0.55], [-0.51, -0.20, 0.06], [-0.50, -0.04, -0.20], [0.15, 0.40, 0.73], [-0.17, 0.04, 2.40], [-0.66, -2.10, -0.37], [-0.02, 2.21, 0.54], [1.76, -0.48, 1.89], [-0.58, 2.33, -1.36], [2.44, 0.70, 0.01], [-0.92, -0.90, -1.31], [-0.21, -0.15, 0.05], [-0.27, -0.37, 2.04], [0.01, 0.04, -0.42], [0.02, -0.04, -0.04], [0.22, -0.01, 0.30], [-1.56, -0.07, -1.22], [4.44, 1.99, -1.57], [-3.51, -0.53, 1.20], [-0.16, 0.08, 0.32], [0.72, -0.06, 0.33], [0.27, -0.07, -0.81], [0.19, -0.08, -0.15], [-0.04, 0.12, -0.16], [0.15, 0.22, -0.15], [-0.03, -0.24, -0.07], [0.03, -0.37, -0.02], [0.02, -0.05, -0.04], [-0.05, -0.09, 0.00], [0.02, -0.35, -0.05], [-0.02, -0.24, 0.06], [0.08, 0.13, 0.07], [0.37, -0.01, 0.00], [0.13, -0.17, 0.00], [-0.12, -0.17, 0.31], [-0.03, 0.01, 0.46], [0.07, 0.18, 0.12], [-0.11, 0.28, -0.04], [-0.35, -0.02, -0.33], [-0.25, -0.03, -0.15], [-0.19, 0.03, 0.17], [-0.78, 1.81, -0.54], [0.16, -0.34, 0.12], [0.06, -0.01, 0.03], [0.08, 0.25, -0.25], [-0.79, -1.09, 1.41], [3.43, -2.04, -2.99], [-3.14, 1.03, 1.76], [-0.29, 0.18, -0.14], [0.50, 0.35, -0.51], [0.47, -0.64, 0.18], [0.28, -0.02, 0.04], [-0.03, -0.23, 0.02], [0.09, -0.23, -0.19], [0.09, 0.12, 0.22], [0.18, 0.20, 0.23], [0.03, -0.01, 0.05], [0.00, 0.07, 0.11], [0.18, 0.17, 0.25], [0.05, 0.19, 0.16], [0.00, -0.01, -0.14], [0.31, 0.05, -0.20], [0.17, 0.10, 0.04], [-0.16, 0.35, 0.05], [-0.19, 0.36, -0.20], [-0.05, 0.00, -0.20], [-0.09, -0.22, -0.07], [-0.15, -0.30, 0.32], [-0.15, -0.05, 0.25]],
  "mulliken_spin": [0.001, 0.000, 0.000, 0.000, 0.000, 0.001, 0.000, 0.000, 0.000, 0.000, 0.000, 0.000, 0.000, 0.000, 0.000, 0.000, 0.000, 0.000, 0.000, 0.000, 0.000, 0.000, 0.000, 0.000, 0.000, 0.000, 0.000, 0.000, 0.000, 0.000, 0.000, 0.000, 0.000, 0.000, 0.000, 0.000, 0.000, 0.000, 0.000, 0.000, 0.000, 0.016, 0.026, 0.019, -0.019, 0.018, 0.021, 0.278, 0.647, 0.017, -0.006, -0.024, -0.001, -0.005, -0.004, 0.005, 0.001, 0.001, 0.002, 0.001, 0.004, -0.008, 0.000, 0.001, 0.000, 0.000, -0.001, 0.011, 0.000, 0.000, 0.014, 0.037, 0.017, -0.017, 0.014, 0.034, 0.271, 0.650, 0.013, -0.006, -0.021, -0.001, -0.008, -0.001, -0.001, 0.000, 0.000, 0.002, 0.000, 0.003, -0.008, 0.000, 0.001, -0.001, 0.000, 0.000, -0.008, 0.003, 0.009]
}